[1]
C57H79BrN4O4P3ScSi4Te as an isolated structure in a non-equilibrium geometry, computed with the ωB97M-V functional and the def2-TZVPD basis.

Calculated total energy in eV: -231964.022

Geometry as XYZ:
```
154
Properties=species:S:1:pos:R:3:mulliken_charge:R:1
Sc 1.8123 -0.1458 -0.4728 -1.547
C -1.0974 2.9155 0.5743 -0.099
P 0.0506 1.9305 1.6727 3.072
C 1.1927 3.3421 2.0654 -1.096
N 0.9208 4.1068 3.0944 0.127
C 1.7676 5.0997 3.4414 0.004
C 1.5212 5.8842 4.5893 -0.564
C 2.4234 6.8444 4.9532 -0.628
C 3.5890 7.0709 4.1895 -0.576
C 3.8393 6.3384 3.0632 -0.443
C 2.9253 5.3348 2.6743 -0.051
N 3.1700 4.5796 1.5820 -0.039
C 2.3623 3.5964 1.2714 -0.417
P 2.7915 2.5541 -0.2105 1.931
C 2.0902 3.6537 -1.5115 -1.180
C 4.6640 2.8380 -0.4330 2.103
C 5.1406 1.9060 -1.5456 -2.273
C 5.3602 2.4140 0.8697 -1.864
C 5.0665 4.2585 -0.8511 -1.966
C -1.0422 1.8050 3.2479 2.220
C -1.8981 0.5484 3.0739 -1.114
C -1.9820 2.9992 3.4506 -2.062
C -0.2032 1.5843 4.5147 -1.854
H -1.2072 3.9475 0.9053 0.623
H -2.0738 2.4292 0.5593 -0.141
H -0.7077 2.9010 -0.4445 -0.621
H 0.6245 5.6975 5.1663 0.458
H 2.2499 7.4427 5.8382 0.394
H 4.2905 7.8312 4.5077 0.401
H 4.7272 6.4924 2.4637 0.474
H 2.3119 4.6932 -1.2784 0.636
H 1.0109 3.5191 -1.5871 -0.109
H 2.5263 3.3793 -2.4716 0.418
H 4.9718 0.8627 -1.2993 0.082
H 6.2150 2.0447 -1.6959 0.800
H 4.6416 2.1054 -2.4921 0.166
H 5.0606 1.3991 1.1437 0.128
H 5.1322 3.0888 1.6905 0.303
H 6.4430 2.4157 0.7208 0.536
H 4.7264 4.4807 -1.8637 0.319
H 6.1591 4.3097 -0.8543 0.592
H 4.6928 5.0137 -0.1742 0.136
H -2.5581 0.6165 2.2090 -0.803
H -2.5152 0.4104 3.9660 0.850
H -1.2696 -0.3370 2.9548 -0.252
H -2.7394 3.0614 2.6676 0.277
H -1.4369 3.9351 3.4974 0.159
H -2.5060 2.8657 4.4019 0.576
H 0.4263 2.4368 4.7438 0.295
H 0.4123 0.6950 4.4220 0.312
H -0.8827 1.4265 5.3575 0.560
N 2.4280 0.3662 2.6850 0.743
C 1.9386 -0.8906 3.1130 -0.887
C 2.1758 -1.2878 4.4201 -0.185
C 1.6312 -2.4524 4.9421 -0.953
C 0.8580 -3.2450 4.1231 -0.681
C 0.6251 -2.8890 2.7965 1.416
C -0.1449 -3.7597 1.9293 -1.240
C -0.4420 -3.3941 0.6857 -0.847
C -0.0005 -2.0972 0.1456 0.236
N 0.9263 -1.3221 0.9338 0.987
C 1.1477 -1.6941 2.2484 -1.001
H 2.8703 0.3215 1.7838 -0.624
H 3.0763 0.7524 3.3576 0.322
H 2.7908 -0.6510 5.0478 0.455
H 1.8304 -2.7314 5.9680 0.412
H 0.4242 -4.1647 4.4991 0.436
H -0.4424 -4.7257 2.3190 0.588
H -1.0042 -4.0322 0.0133 0.391
H 0.3932 -2.2433 -0.8690 0.285
O 4.1167 0.1025 -3.6440 -0.682
C 2.9731 0.0275 -3.2493 0.270
O 2.4620 0.6633 -2.2248 0.527
C 1.9341 -0.8508 -3.9381 -2.082
P 0.3836 -0.4843 -3.0116 2.255
C -0.7139 -1.4922 -4.0990 0.766
C -1.6372 -0.9591 -4.9939 -0.437
C -2.2959 -1.7832 -5.8963 -0.746
C -2.0502 -3.1467 -5.9091 -0.630
C -1.1529 -3.6918 -5.0022 -0.688
C -0.4937 -2.8701 -4.1024 -0.542
C -0.0138 1.2111 -3.6130 0.533
C -1.1593 1.8311 -3.1128 -0.019
C -1.4929 3.1280 -3.4752 -0.333
C -0.6801 3.8317 -4.3507 -0.777
C 0.4596 3.2255 -4.8581 -0.590
C 0.7944 1.9304 -4.4915 -0.992
H 2.2050 -1.8953 -3.7859 0.573
H 1.8631 -0.6746 -5.0098 0.740
H -1.8266 0.1059 -5.0081 0.393
H -3.0034 -1.3546 -6.5952 0.419
H -2.5596 -3.7852 -6.6198 0.403
H -0.9602 -4.7574 -5.0068 0.411
H 0.2233 -3.3010 -3.4090 0.435
H -1.8061 1.2863 -2.4375 -0.414
H -2.3859 3.5870 -3.0690 0.459
H -0.9288 4.8461 -4.6353 0.366
H 1.1000 3.7660 -5.5440 0.438
H 1.6999 1.5018 -4.8983 0.245
C -5.3955 0.7862 1.2968 -0.651
Si -5.4020 -0.4040 -0.1799 0.218
C -4.9672 0.6370 -1.7037 -0.622
C -7.1682 -1.0509 -0.4130 -1.037
Si -3.8108 -2.1357 0.1168 0.004
Te -1.7098 -0.7327 -0.2897 -0.372
Si -4.2185 -3.7687 -1.5479 0.600
C -4.6465 -2.8869 -3.1632 -0.587
C -2.7984 -4.9807 -1.8638 -0.754
C -5.7474 -4.7878 -1.0702 -1.104
Si -4.1581 -3.2100 2.2037 0.773
C -6.0414 -3.2244 2.4404 -1.219
C -3.5932 -5.0196 2.2075 -0.713
C -3.4035 -2.3733 3.7199 -0.549
H -6.1686 1.5513 1.2000 0.519
H -4.4296 1.2933 1.3655 -0.205
H -5.5595 0.2606 2.2408 0.249
H -4.9951 0.0401 -2.6181 0.219
H -5.6428 1.4854 -1.8304 0.509
H -3.9517 1.0276 -1.5987 -0.205
H -7.8569 -0.2360 -0.6456 0.417
H -7.5311 -1.5480 0.4889 0.316
H -7.2186 -1.7731 -1.2316 0.265
H -3.8576 -2.1870 -3.4428 -0.221
H -5.5748 -2.3192 -3.0561 0.371
H -4.7756 -3.5914 -3.9872 0.459
H -1.8925 -4.4454 -2.1500 -0.162
H -3.0471 -5.6654 -2.6777 0.474
H -2.5748 -5.5822 -0.9789 0.455
H -6.6079 -4.1328 -0.9107 0.241
H -5.5949 -5.3578 -0.1515 0.274
H -6.0097 -5.4946 -1.8603 0.401
H -6.5451 -3.6600 1.5738 0.300
H -6.4276 -2.2105 2.5711 0.262
H -6.3254 -3.8067 3.3196 0.465
H -4.0396 -5.5852 1.3867 0.224
H -3.8781 -5.5077 3.1422 0.459
H -2.5101 -5.0955 2.1088 -0.052
H -3.7570 -1.3445 3.8125 0.068
H -2.3125 -2.3466 3.6631 0.006
H -3.6806 -2.9076 4.6316 0.537
Br 9.7038 -2.9553 -1.9887 -0.197
C 7.9116 -2.4830 -1.5831 0.073
C 6.9194 -2.7409 -2.5145 -0.887
C 5.6099 -2.4135 -2.2072 -0.199
C 5.3106 -1.8218 -0.9873 0.494
C 6.3230 -1.5531 -0.0708 -0.092
C 7.6323 -1.8924 -0.3607 -0.816
C 3.9225 -1.3988 -0.6771 1.001
O 2.9251 -1.8932 -1.2580 -0.645
O 3.7499 -0.4814 0.1933 -0.459
H 7.1718 -3.1821 -3.4681 0.456
H 4.8191 -2.5948 -2.9216 0.365
H 6.0724 -1.0830 0.8706 0.426
H 8.4275 -1.6967 0.3446 0.446
```

***

[2]
An isolated molecule of CH3ClN2 in a non-equilibrium geometry, computed with the ωB97M-V functional and the def2-TZVPD basis.

Energy relative to the best compared isomer or geometry (same formula, charge and spin) in eV: 5.833
SMILES: C/N=N/Cl
Calculated total energy in eV: -16583.118

Geometry as XYZ:
```
7
Properties=species:S:1:pos:R:3:mulliken_charge:R:1
C 0.7754 -0.4664 -0.2574 -0.513
N -0.4203 -0.2267 0.3768 -0.131
N -1.2019 1.1297 0.0272 -0.092
Cl -2.5932 1.2945 0.9497 -0.015
H 1.1560 0.4608 -0.8285 0.297
H 0.6211 -1.3600 -0.8072 0.232
H 1.6629 -0.8320 0.5394 0.222
```

***

[3]
A 12-piece molecular cluster, H24O12 overall, computed with the ωB97M-V functional and the def2-TZVPD basis.

Energy relative to the best compared isomer or geometry (same formula, charge and spin) in eV: 2.981
SMILES: O.O.O.O.O.O.O.O.O.O.O.O
Calculated total energy in eV: -24958.713

Geometry as XYZ:
```
36
Properties=species:S:1:pos:R:3:mulliken_charge:R:1
O 3.3145 2.6041 2.6511 -0.642
H 2.7294 1.8931 2.3897 0.320
H 3.3393 3.1860 1.8915 0.324
O 0.0870 -3.8289 -5.0164 -0.627
H 0.2920 -4.7407 -4.8098 0.309
H -0.5512 -3.5698 -4.3517 0.317
O -2.7599 4.8848 -1.1189 -0.651
H -3.1623 4.1923 -0.5947 0.323
H -2.2957 5.4286 -0.4825 0.320
O -4.0299 2.0059 1.6349 -0.612
H -3.4741 1.8589 2.4002 0.323
H -4.4861 1.1744 1.5063 0.294
O 3.4718 -3.0520 1.4177 -0.640
H 3.4722 -3.9605 1.1165 0.329
H 2.8823 -2.5994 0.8145 0.310
O -3.0238 -1.9140 3.1355 -0.607
H -3.7691 -1.6282 2.6072 0.294
H -3.2576 -2.7966 3.4227 0.315
O 3.1169 5.5866 -0.3518 -0.650
H 3.0151 5.1680 -1.2066 0.326
H 4.0612 5.7105 -0.2562 0.318
O -1.3146 1.7233 4.9244 -0.630
H -1.3154 1.5980 5.8734 0.312
H -1.4439 0.8451 4.5663 0.318
O 0.3183 0.3061 -0.0707 -0.622
H -0.3235 -0.3883 -0.2197 0.308
H -0.0289 1.0601 -0.5474 0.315
O 1.8058 -5.9706 -1.1183 -0.616
H 0.9505 -5.6090 -0.8859 0.310
H 1.6091 -6.6721 -1.7391 0.306
O 3.4347 2.7210 -4.0659 -0.631
H 2.6353 2.4727 -4.5301 0.318
H 4.1209 2.6823 -4.7321 0.316
O -2.8517 -3.2291 -1.5498 -0.612
H -3.7234 -2.9621 -1.2579 0.306
H -2.8451 -4.1807 -1.4463 0.309
```

***

Q: Look up the calculated total energy of the first one.
A: -231964.022 eV

***

Q: Which value of calculated total energy does entry 1 give?
A: -231964.022 eV